(1)
{"formula": "C60H110O60", "method": "the ωB97M-V functional and the def2-TZVPD basis", "lumo_ev": 0.168, "e_tot_ha": -6866.4905, "total_charge": 0, "homo_ev": -10.04, "max_force_ha_per_bohr": 0.1039, "elements": ["C", "C", "O", "C", "O", "O", "H", "H", "H", "H", "C", "C", "O", "C", "O", "O", "H", "H", "H", "H", "C", "C", "O", "C", "O", "O", "H", "H", "H", "H", "C", "C", "O", "C", "O", "O", "H", "H", "H", "H", "C", "C", "O", "C", "O", "O", "H", "H", "H", "H", "C", "O", "C", "O", "O", "C", "H", "H", "H", "H", "H", "H", "C", "O", "C", "O", "O", "C", "H", "H", "H", "H", "H", "H", "C", "O", "C", "O", "O", "C", "H", "H", "H", "H", "H", "H", "C", "O", "C", "O", "O", "C", "H", "H", "H", "H", "H", "H", "C", "O", "C", "O", "O", "C", "H", "H", "H", "H", "H", "H", "C", "O", "C", "O", "O", "C", "H", "H", "H", "H", "H", "H", "C", "O", "C", "O", "O", "C", "H", "H", "H", "H", "H", "H", "C", "O", "C", "O", "O", "C", "H", "H", "H", "H", "H", "H", "C", "O", "C", "O", "O", "C", "H", "H", "H", "H", "H", "H", "C", "O", "C", "O", "O", "C", "H", "H", "H", "H", "H", "H", "C", "O", "C", "O", "O", "C", "H", "H", "H", "H", "H", "H", "C", "O", "C", "O", "O", "C", "H", "H", "H", "H", "H", "H", "C", "O", "C", "O", "O", "C", "H", "H", "H", "H", "H", "H", "C", "O", "C", "O", "O", "C", "H", "H", "H", "H", "H", "H", "C", "O", "C", "O", "O", "C", "H", "H", "H", "H", "H", "H"], "positions_angstrom": [[2.155, 0.329, -6.766], [3.025, 1.522, -7.081], [2.481, 1.979, -8.319], [1.791, 0.957, -8.795], [1.473, 0.857, -9.939], [1.336, 0.159, -7.825], [1.582, 0.645, -5.894], [2.826, -0.515, -6.608], [4.058, 1.299, -7.347], [2.879, 2.184, -6.228], [-3.898, 2.015, 1.051], [-4.834, 2.361, -0.216], [-3.876, 3.240, -0.889], [-2.566, 2.976, -0.489], [-1.545, 3.455, -0.910], [-2.623, 2.060, 0.586], [-4.081, 1.001, 1.407], [-4.066, 2.710, 1.874], [-5.793, 2.860, -0.077], [-5.110, 1.480, -0.796], [5.602, -1.810, -5.709], [6.807, -2.067, -4.808], [6.623, -1.148, -3.761], [5.304, -0.635, -3.854], [4.811, 0.301, -3.193], [4.735, -1.090, -4.917], [5.254, -2.751, -6.134], [5.955, -1.112, -6.467], [7.726, -1.810, -5.335], [6.831, -3.043, -4.321], [-0.282, -2.220, -5.366], [-0.987, -2.271, -6.760], [-0.149, -3.159, -7.452], [1.071, -3.106, -6.928], [2.054, -3.568, -7.396], [1.062, -2.475, -5.763], [-0.857, -2.923, -4.764], [-0.539, -1.232, -4.987], [-1.141, -1.263, -7.147], [-1.963, -2.730, -6.609], [-0.121, 4.330, 2.096], [-1.493, 4.895, 2.518], [-2.131, 3.868, 3.223], [-1.252, 2.953, 3.524], [-1.498, 1.914, 4.195], [-0.126, 3.221, 2.947], [0.655, 5.042, 2.379], [-0.105, 3.989, 1.061], [-1.928, 5.084, 1.536], [-1.297, 5.856, 2.993], [-7.815, 4.928, 4.027], [-6.803, 3.946, 4.140], [-6.446, 3.468, 5.309], [-6.872, 3.724, 6.417], [-5.456, 2.540, 5.010], [-4.883, 1.857, 6.136], [-8.068, 5.062, 2.975], [-7.548, 5.820, 4.594], [-8.773, 4.631, 4.453], [-5.604, 1.192, 6.611], [-4.357, 2.565, 6.777], [-4.134, 1.160, 5.761], [-1.698, 1.311, -8.879], [-1.305, 2.385, -8.103], [-1.173, 2.330, -6.762], [-1.460, 1.319, -6.145], [-0.767, 3.521, -6.237], [-0.733, 3.717, -4.806], [-1.369, 0.339, -8.510], [-1.499, 1.428, -9.944], [-2.784, 1.268, -8.795], [0.282, 3.500, -4.475], [-1.404, 3.115, -4.194], [-1.004, 4.772, -4.757], [-4.303, 5.644, -3.176], [-5.397, 4.635, -2.997], [-5.323, 3.440, -3.639], [-4.369, 2.947, -4.281], [-6.478, 2.807, -3.479], [-6.827, 1.682, -4.232], [-3.341, 5.134, -3.238], [-4.244, 6.346, -2.344], [-4.340, 6.214, -4.104], [-7.777, 1.233, -3.938], [-6.071, 0.957, -3.932], [-6.860, 1.835, -5.311], [-7.674, -0.501, 4.683], [-6.232, -0.593, 4.743], [-5.616, -1.535, 3.972], [-6.126, -2.283, 3.101], [-4.337, -1.591, 4.383], [-3.472, -2.498, 3.653], [-8.052, -0.099, 3.743], [-7.806, 0.258, 5.454], [-8.072, -1.490, 4.906], [-3.855, -3.469, 3.337], [-2.583, -2.564, 4.280], [-3.169, -2.089, 2.690], [1.832, -3.503, -2.892], [1.886, -4.821, -2.247], [0.929, -5.735, -2.395], [0.032, -5.659, -3.179], [1.210, -6.838, -1.542], [0.438, -7.997, -1.455], [1.953, -3.713, -3.955], [2.607, -2.804, -2.576], [0.852, -3.041, -2.777], [-0.249, -8.098, -2.295], [-0.175, -7.967, -0.554], [1.052, -8.892, -1.359], [6.826, 1.973, 1.093], [5.686, 1.070, 1.006], [5.835, -0.081, 0.315], [6.848, -0.364, -0.369], [4.670, -0.665, 0.305], [4.465, -1.843, -0.386], [6.514, 2.838, 1.677], [7.193, 2.221, 0.097], [7.598, 1.446, 1.654], [5.024, -1.914, -1.319], [3.415, -1.847, -0.679], [4.695, -2.619, 0.344], [2.084, -4.294, 2.383], [1.023, -5.262, 2.543], [1.226, -6.359, 3.319], [2.283, -6.694, 3.829], [0.104, -6.941, 3.533], [-0.060, -8.018, 4.444], [2.458, -3.954, 3.349], [1.639, -3.424, 1.900], [2.873, -4.562, 1.679], [0.615, -8.846, 4.226], [-1.060, -8.423, 4.291], [0.069, -7.760, 5.495], [3.593, 7.824, 6.226], [3.156, 6.934, 5.296], [3.855, 5.830, 5.159], [4.886, 5.552, 5.800], [3.457, 5.141, 4.135], [3.952, 3.881, 3.768], [3.070, 8.773, 6.108], [4.631, 8.153, 6.186], [3.301, 7.556, 7.241], [4.580, 3.969, 2.881], [3.108, 3.323, 3.362], [4.540, 3.403, 4.551], [-1.596, -3.656, -0.313], [-2.403, -2.538, -0.522], [-2.500, -1.957, -1.704], [-1.920, -2.324, -2.729], [-3.314, -0.889, -1.537], [-3.555, -0.122, -2.711], [-1.521, -4.370, -1.134], [-2.015, -4.116, 0.582], [-0.601, -3.326, -0.015], [-2.615, 0.194, -3.163], [-4.173, 0.748, -2.489], [-4.008, -0.769, -3.463], [-0.665, 0.031, 6.659], [0.359, -0.443, 7.553], [1.419, 0.306, 7.895], [1.690, 1.459, 7.433], [2.123, -0.344, 8.844], [3.366, 0.218, 9.363], [-0.467, 1.069, 6.395], [-1.650, -0.099, 7.109], [-0.600, -0.572, 5.753], [3.636, -0.404, 10.217], [3.222, 1.279, 9.565], [4.195, 0.164, 8.657], [0.035, 0.301, 1.567], [-0.242, 0.535, 0.211], [0.579, 0.509, -0.765], [1.740, 0.277, -0.658], [-0.060, 0.774, -1.923], [0.616, 0.587, -3.147], [-0.777, 0.672, 2.193], [0.910, 0.801, 1.982], [0.127, -0.693, 2.004], [1.108, -0.383, -3.077], [1.329, 1.363, -3.426], [-0.174, 0.567, -3.898], [2.962, 0.508, 4.443], [3.251, -0.516, 5.384], [3.909, -1.575, 5.089], [4.382, -1.821, 3.984], [4.091, -2.332, 6.186], [4.674, -3.592, 6.096], [2.512, 1.295, 5.048], [2.159, 0.137, 3.806], [3.790, 0.786, 3.792], [5.102, -3.975, 7.022], [5.491, -3.642, 5.377], [3.903, -4.335, 5.890], [7.957, 5.621, -1.023], [7.103, 4.567, -1.306], [5.729, 4.720, -1.081], [5.221, 5.634, -0.422], [5.048, 3.611, -1.483], [3.634, 3.539, -1.493], [8.687, 5.559, -1.830], [8.638, 5.310, -0.231], [7.632, 6.652, -0.884], [3.375, 3.084, -2.449], [3.149, 4.505, -1.353], [3.327, 2.812, -0.741], [-4.552, -0.340, -6.828], [-4.109, -0.649, -8.196], [-4.213, -1.975, -8.530], [-4.882, -2.807, -8.006], [-3.264, -2.075, -9.479], [-3.045, -3.299, -10.113], [-3.688, -0.450, -6.173], [-5.393, -0.969, -6.535], [-4.950, 0.661, -6.663], [-2.143, -3.137, -10.704], [-3.925, -3.504, -10.722], [-2.975, -4.176, -9.470], [1.197, -3.526, 7.446], [0.195, -4.557, 7.502], [-0.864, -4.461, 6.709], [-1.079, -3.651, 5.789], [-1.708, -5.445, 7.151], [-2.872, -5.724, 6.405], [1.992, -3.982, 8.037], [0.876, -2.500, 7.628], [1.416, -3.381, 6.388], [-3.290, -4.727, 6.261], [-3.558, -6.400, 6.914], [-2.849, -6.210, 5.430]]}



(2)
{"formula": "C37H62BrN12O2Ti", "method": "the ωB97M-V functional and the def2-TZVPD basis", "lumo_ev": -8.854, "e_tot_ha": -5677.2741, "total_charge": 3, "homo_ev": -15.22, "max_force_ha_per_bohr": 0.0044, "elements": ["Ti", "C", "N", "C", "C", "N", "C", "C", "N", "C", "C", "N", "C", "N", "C", "C", "N", "C", "C", "C", "C", "N", "C", "N", "C", "C", "N", "C", "C", "N", "C", "C", "H", "H", "H", "H", "H", "H", "H", "H", "H", "H", "H", "H", "H", "H", "H", "H", "H", "H", "H", "H", "H", "H", "H", "H", "H", "H", "H", "H", "H", "H", "H", "H", "H", "H", "H", "H", "H", "H", "H", "H", "H", "H", "H", "H", "H", "H", "H", "H", "O", "C", "C", "C", "C", "C", "C", "C", "O", "N", "N", "C", "C", "Br", "C", "C", "C", "C", "C", "C", "C", "H", "H", "H", "H", "H", "H", "H", "H", "H", "H", "H", "H", "H", "H"], "positions_angstrom": [[-0.297, -0.047, -0.864], [2.682, -4.824, -0.990], [2.722, -3.453, -1.484], [3.536, -3.241, -2.667], [2.045, -2.445, -0.835], [1.155, -1.685, -1.471], [0.777, -2.244, -2.782], [-0.482, -1.618, -3.333], [-0.529, -0.157, -3.046], [0.595, 0.586, -3.687], [1.066, 1.679, -2.739], [1.484, 1.106, -1.449], [2.790, 1.098, -1.176], [3.770, 1.210, -2.104], [4.956, 2.028, -1.838], [3.771, 0.575, -3.412], [3.221, 0.965, 0.111], [4.496, 0.323, 0.401], [2.767, 1.845, 1.179], [-1.825, 0.378, -3.539], [-2.816, 0.359, -2.412], [-2.218, 1.001, -1.224], [-2.965, 2.064, -0.786], [-3.383, 3.015, -1.638], [-2.628, 3.457, -2.798], [-4.703, 3.643, -1.532], [-3.384, 2.208, 0.494], [-4.010, 1.144, 1.264], [-3.585, 3.523, 1.105], [2.347, -2.317, 0.473], [1.535, -1.591, 1.415], [3.528, -2.945, 1.062], [2.358, -5.486, -1.795], [1.962, -4.907, -0.180], [3.659, -5.165, -0.640], [4.522, -3.683, -2.505], [3.679, -2.177, -2.841], [3.107, -3.702, -3.561], [0.615, -3.322, -2.714], [1.577, -2.103, -3.510], [-1.371, -2.059, -2.888], [-0.528, -1.773, -4.414], [0.259, 1.001, -4.639], [1.390, -0.115, -3.902], [0.227, 2.351, -2.541], [1.844, 2.293, -3.189], [4.823, 2.609, -0.930], [5.088, 2.724, -2.668], [5.856, 1.416, -1.755], [3.138, -0.306, -3.396], [4.789, 0.247, -3.625], [3.463, 1.241, -4.221], [5.307, 1.043, 0.528], [4.758, -0.380, -0.387], [4.394, -0.221, 1.339], [1.992, 2.497, 0.804], [3.605, 2.461, 1.518], [2.397, 1.287, 2.041], [-2.159, -0.212, -4.395], [-1.661, 1.394, -3.879], [-3.077, -0.674, -2.160], [-3.742, 0.849, -2.719], [-1.592, 3.154, -2.703], [-2.670, 4.546, -2.842], [-3.052, 3.069, -3.727], [-5.335, 3.086, -0.847], [-5.165, 3.620, -2.519], [-4.633, 4.682, -1.209], [-5.028, 1.448, 1.514], [-3.486, 0.966, 2.205], [-4.070, 0.234, 0.683], [-3.067, 4.291, 0.541], [-3.172, 3.490, 2.115], [-4.643, 3.777, 1.183], [0.571, -1.363, 0.985], [2.037, -0.682, 1.746], [1.316, -2.214, 2.283], [4.319, -3.050, 0.326], [3.301, -3.924, 1.484], [3.884, -2.311, 1.873], [-0.432, -3.797, 1.158], [-1.784, -4.021, 1.201], [-2.293, -5.260, 1.561], [-3.661, -5.473, 1.591], [-4.539, -4.453, 1.252], [-4.024, -3.223, 0.885], [-2.650, -2.981, 0.863], [-2.199, -1.604, 0.497], [-1.220, -1.523, -0.515], [-1.571, -0.913, 1.628], [-0.985, 0.296, 1.222], [-0.874, 1.206, 2.122], [-0.383, 2.556, 1.988], [-0.299, 3.345, 0.256], [-0.088, 3.334, 3.048], [0.010, 2.911, 4.437], [0.467, 1.641, 4.817], [0.524, 1.291, 6.155], [0.128, 2.201, 7.127], [-0.297, 3.474, 6.764], [-0.339, 3.834, 5.430], [0.004, -4.590, 1.492], [-1.613, -6.065, 1.818], [-4.042, -6.444, 1.876], [-5.606, -4.618, 1.267], [-4.703, -2.424, 0.606], [-3.068, -1.062, 0.120], [-2.190, -0.810, 2.426], [-1.236, 0.974, 3.125], [0.085, 4.389, 2.857], [0.840, 0.951, 4.068], [0.896, 0.318, 6.445], [0.177, 1.928, 8.172], [-0.582, 4.188, 7.525], [-0.654, 4.832, 5.149]]}



(3)
{"formula": "C5H8N", "method": "the ωB97M-V functional and the def2-TZVPD basis", "lumo_ev": [-7.071, -7.072], "e_tot_ha": -249.6712, "total_charge": 1, "homo_ev": [-15.14, -15.14], "max_force_ha_per_bohr": 0.0866, "elements": ["C", "C", "C", "C", "C", "N", "H", "H", "H", "H", "H", "H", "H", "H"], "positions_angstrom": [[1.546, 0.862, -0.737], [-0.487, -0.840, 0.522], [-0.766, -0.200, -0.800], [0.510, 0.091, 1.265], [0.249, 0.837, -1.169], [1.509, 0.651, 0.490], [2.258, 1.298, -1.369], [-1.333, -1.120, 1.234], [0.159, -1.800, 0.557], [-0.609, -0.935, -1.558], [-1.753, 0.255, -0.889], [-0.103, 0.900, 1.546], [1.053, -0.383, 2.034], [0.031, 1.696, -1.852]]}



(4)
{"formula": "C4H9NO", "method": "the ωB97M-V functional and the def2-TZVPD basis", "lumo_ev": [-3.495, -8.387], "e_tot_ha": -287.4512, "total_charge": 1, "multiplicity": 2, "s2": 0.75, "homo_ev": [-13.90, -13.88], "max_force_ha_per_bohr": 0.0565, "elements": ["C", "N", "C", "C", "C", "O", "H", "H", "H", "H", "H", "H", "H", "H", "H"], "positions_angstrom": [[-2.394, 0.924, -1.214], [-1.446, 0.869, -0.107], [-0.149, 0.230, -0.322], [0.492, -0.167, 1.001], [1.953, -0.586, 0.715], [2.158, -1.629, 0.165], [-3.387, 1.102, -0.810], [-2.089, 1.608, -2.014], [-2.367, -0.057, -1.697], [-1.464, 1.778, 0.370], [-0.361, -0.600, -0.993], [0.440, 0.959, -0.898], [0.027, -1.064, 1.403], [0.482, 0.648, 1.727], [2.809, 0.079, 0.941]]}